Entry from the Open Molecules 2025 dataset: a molecular structure, C39H34GeIrN5O2S2 (ωB97M-V/def2-TZVPD).

CARTESIAN COORDINATES (ANGSTROEM)
Ir1 -1.09177 1.16510 1.83530
C1 -1.35673 1.38944 -1.69384
C2 -1.65534 0.11033 -0.99574
N1 -1.60319 -0.08724 0.30072
C3 -1.93273 -1.38876 0.65818
C4 -2.24540 -2.18200 -0.38917
S1 -2.12376 -1.29552 -1.84480
C5 -1.87173 -1.65343 2.08583
C6 -2.16296 -2.75096 2.82229
S2 -1.91575 -2.41937 4.47975
C7 -1.43495 -0.82445 4.13219
N2 -1.45808 -0.57067 2.84141
C8 -1.07752 0.17193 5.17965
H1 -1.13272 2.18428 -0.98456
H2 -2.21790 1.70114 -2.28388
H3 -0.51861 1.26227 -2.38071
H4 -2.52878 -3.22167 -0.38225
H5 -2.50168 -3.71676 2.48495
H6 -1.22838 -0.23974 6.17486
H7 -1.68903 1.06817 5.07118
H8 -0.03642 0.48490 5.08767
N3 8.11913 -3.15236 4.87634
C9 7.23240 -2.62569 4.37294
C10 6.12055 -1.96417 3.74463
C11 5.34528 -1.07028 4.47916
C12 4.27597 -0.43137 3.87598
C13 3.98688 -0.70923 2.54962
C14 4.74996 -1.59455 1.80591
C15 5.82742 -2.22096 2.40725
N4 2.86798 -0.05888 1.92681
C16 2.87396 0.59882 0.71892
C17 1.61348 1.06272 0.52497
N5 0.84394 0.67978 1.60333
C18 1.62974 0.01188 2.43223
H9 5.59310 -0.86711 5.51146
H10 3.69296 0.29597 4.42625
H11 4.50085 -1.80517 0.77414
H12 6.43717 -2.91626 1.84770
H13 3.76910 0.70189 0.13143
H14 1.21449 1.65857 -0.27619
H15 1.33983 -0.44082 3.36405
O1 -0.55169 2.63002 3.21943
C19 -0.58344 3.52115 2.30291
O2 -0.68987 3.05247 1.11532
C20 -0.66394 4.97605 2.55827
C21 -2.14041 5.39742 2.39865
Ge1 -3.10610 4.83008 0.76841
C22 -3.52108 2.88860 0.91800
C23 -4.23454 2.26150 -0.09349
C24 -4.75428 0.97406 0.06198
C25 -4.59745 0.28101 1.25111
C26 -3.88917 0.87950 2.28409
C27 -3.31667 2.15092 2.11341
C28 -4.84461 5.68095 0.75467
C29 -5.11717 6.71744 -0.13601
C30 -6.35438 7.34802 -0.12196
C31 -7.32754 6.94626 0.78084
C32 -7.06832 5.91215 1.67097
C33 -5.83321 5.28266 1.65587
C34 -2.08249 5.30093 -0.81473
C35 -2.26553 4.68913 -2.05321
C36 -1.54347 5.09681 -3.16626
C37 -0.62716 6.13370 -3.05780
C38 -0.44685 6.76755 -1.83707
C39 -1.17078 6.35338 -0.72705
H16 -0.03202 5.48252 1.82810
H17 -0.30105 5.18939 3.56263
H18 -2.20436 6.48580 2.43096
H19 -2.71849 5.04974 3.25922
H20 -4.46389 2.79820 -1.00661
H21 -5.33230 0.53491 -0.74249
H22 -5.05873 -0.68772 1.38976
H23 -3.82737 0.39418 3.24988
H24 -2.93623 2.65109 2.99923
H25 -4.36507 7.03592 -0.84934
H26 -6.55828 8.15210 -0.81653
H27 -8.29104 7.43814 0.79111
H28 -7.82900 5.59868 2.37384
H29 -5.64690 4.47154 2.35395
H30 -3.00034 3.90116 -2.17185
H31 -1.70980 4.62025 -4.12411
H32 -0.06999 6.45893 -3.92613
H33 0.24905 7.59164 -1.75086
H34 -1.02968 6.87965 0.21097

The calculation puts the energy above the lowest of the compared OMol25 structures with the same formula, charge and spin at 0.000 eV. The net charge is +2. Its HOMO energy is -13.18 eV.

Population analysis type Löwdin, resulting atomic charges in e: number 1, Ir, carries 1.44; number 2, C, carries -0.06; number 3, C, carries -0.58; number 4, N, carries -0.08; number 5, C, carries -0.31; number 6, C, carries -0.28; number 7, S, carries 1.18; number 8, C, carries -0.31; number 9, C, carries -0.28; number 10, S, carries 1.18; number 11, C, carries -0.61; number 12, N, carries -0.12; number 13, C, carries -0.04; number 14, H, carries 0.06; number 15, H, carries 0.09; number 16, H, carries 0.10; number 17, H, carries 0.10; number 18, H, carries 0.10; number 19, H, carries 0.09; number 20, H, carries 0.09; number 21, H, carries 0.08; number 22, N, carries 0.20; number 23, C, carries -0.16; number 24, C, carries -0.20; number 25, C, carries 0.00; number 26, C, carries 0.00; number 27, C, carries -0.19; number 28, C, carries 0.01; number 29, C, carries 0.01; number 30, N, carries 0.00; number 31, C, carries 0.01; number 32, C, carries -0.06; number 33, N, carries -0.09; number 34, C, carries -0.08; number 35, H, carries 0.13; number 36, H, carries 0.12; number 37, H, carries 0.13; number 38, H, carries 0.13; number 39, H, carries 0.14; number 40, H, carries 0.11; number 41, H, carries 0.14; number 42, O, carries -0.09; number 43, C, carries -0.60; number 44, O, carries -0.14; number 45, C, carries -0.12; number 46, C, carries -0.22; number 47, Ge, carries 1.03; number 48, C, carries -0.23; number 49, C, carries -0.08; number 50, C, carries -0.03; number 51, C, carries -0.06; number 52, C, carries -0.09; number 53, C, carries -0.20; number 54, C, carries -0.28; number 55, C, carries -0.10; number 56, C, carries -0.07; number 57, C, carries -0.07; number 58, C, carries -0.07; number 59, C, carries -0.11; number 60, C, carries -0.28; number 61, C, carries -0.12; number 62, C, carries -0.07; number 63, C, carries -0.07; number 64, C, carries -0.06; number 65, C, carries -0.10; number 66, H, carries 0.12; number 67, H, carries 0.13; number 68, H, carries 0.09; number 69, H, carries 0.08; number 70, H, carries 0.11; number 71, H, carries 0.13; number 72, H, carries 0.12; number 73, H, carries 0.12; number 74, H, carries 0.10; number 75, H, carries 0.10; number 76, H, carries 0.11; number 77, H, carries 0.11; number 78, H, carries 0.11; number 79, H, carries 0.10; number 80, H, carries 0.08; number 81, H, carries 0.11; number 82, H, carries 0.11; number 83, H, carries 0.11; number 84, H, carries 0.10